82
Properties=species:S:1:pos:R:3:forces:R:3 method="wB97M-V/def2-TZVPD" orbital_gap_ev=4.83 homo_ev=-12.3 e_above_lowest_kj_mol=5.1 total_charge=+2
C -0.621418 7.392288 -4.245993 0.0 -0.1 -0.1
C -0.789110 6.013406 -4.496318 0.0 0.2 -0.2
C -1.108472 5.617244 -5.815914 0.0 0.2 0.1
C -1.235032 6.603665 -6.807579 0.2 -0.4 1.0
N -1.066292 7.894543 -6.537153 0.0 0.5 -0.5
C -0.768557 8.299925 -5.306775 0.0 -1.0 0.5
C -0.633862 5.038482 -3.420928 0.2 -1.2 1.0
C -0.496137 4.194150 -2.538717 -0.4 1.4 -1.3
C -0.457545 3.204961 -1.489314 0.0 0.0 0.0
C 0.563121 3.210467 -0.518858 -0.2 -0.1 0.0
C 0.565879 2.250631 0.500254 0.3 0.2 0.1
C -0.449487 1.299504 0.549471 -0.3 -1.0 0.6
C -1.446809 1.241025 -0.421469 -0.2 0.0 -0.1
C -1.452569 2.206593 -1.429593 0.1 0.0 -0.1
Sn -0.131530 -0.255582 2.167688 -0.8 0.3 -0.1
P 1.984050 -1.072630 1.052933 1.1 -0.2 -0.2
H -1.263443 4.568602 -6.080032 0.1 0.3 0.2
H -0.384855 7.765061 -3.247429 -0.1 -0.2 -0.3
H -1.480298 6.324145 -7.834906 0.1 0.2 0.3
H -0.640543 9.370482 -5.132547 -0.1 -0.3 -0.2
H -2.228676 2.211746 -2.200827 0.3 -0.1 0.3
H 1.336699 3.980591 -0.563354 -0.2 -0.3 0.1
H -2.207430 0.451300 -0.410312 0.2 0.4 0.0
H 1.378186 2.255264 1.240507 -0.4 0.2 -0.3
C 2.417853 -2.679428 1.758083 0.1 -0.5 0.3
C 3.370061 -3.570926 0.937737 0.2 -0.1 -0.1
H 1.466390 -3.190641 1.985752 0.4 0.0 -0.2
H 2.881879 -2.462807 2.735567 -0.2 0.0 -0.2
H 3.628692 -4.448944 1.547803 -0.1 0.3 -0.2
H 2.928460 -3.947334 0.002290 0.1 0.2 0.4
H 4.313494 -3.056737 0.694364 -0.4 -0.2 0.1
C 1.821397 -1.217330 -0.759634 -0.7 -0.3 -0.3
C 2.869604 -0.546083 -1.654545 0.3 0.2 -0.1
H 0.816155 -0.854130 -1.030634 0.3 -0.2 0.0
H 1.831288 -2.302698 -0.941342 -0.2 0.3 0.0
H 2.600155 -0.743547 -2.702358 0.0 0.0 0.3
H 2.912134 0.547602 -1.538510 -0.1 -0.4 0.0
H 3.877272 -0.959040 -1.501615 -0.4 0.2 0.0
C 3.337356 0.096466 1.367761 -0.2 0.4 0.2
C 4.726952 -0.527074 1.297963 0.5 0.0 0.0
H 3.157285 0.545761 2.357811 0.2 -0.1 -0.2
H 3.231242 0.901213 0.623756 0.0 -0.2 0.3
H 5.463902 0.269895 1.443191 -0.1 -0.2 0.0
H 4.886068 -1.272048 2.085601 0.0 0.2 -0.2
H 4.943262 -0.993142 0.328325 -0.1 0.2 0.3
Br -0.976360 -2.459122 3.342458 0.3 1.5 -0.9
P -2.648948 -3.497341 -2.240853 0.0 0.1 -0.1
C -0.804803 -3.567056 -2.138650 -0.1 0.1 -0.2
C -0.304710 -5.000476 -2.307733 0.3 0.0 0.0
H -0.496281 -3.143466 -1.171335 0.1 0.0 -0.1
H -0.414115 -2.918577 -2.935559 0.0 -0.2 0.1
H 0.760037 -5.001364 -2.564796 -0.1 -0.2 0.1
H -0.430365 -5.578876 -1.385266 -0.1 0.0 -0.2
H -0.847789 -5.516401 -3.109134 0.2 0.1 0.2
C -3.061233 -3.232623 -0.455848 0.1 -0.1 -0.2
C -4.477485 -3.737052 -0.184124 -0.1 0.1 0.4
H -2.960078 -2.161960 -0.227906 0.0 -0.1 0.1
H -2.323939 -3.775185 0.154529 -0.2 0.0 -0.2
H -4.621995 -3.911946 0.885874 -0.1 0.1 -0.1
H -5.225553 -3.008160 -0.513242 0.1 -0.2 0.0
H -4.666384 -4.679760 -0.711209 0.0 0.2 0.1
C -2.880864 -1.784751 -2.916314 -0.1 -0.2 0.2
C -3.119235 -1.813866 -4.426561 -0.1 0.2 -0.1
H -1.993315 -1.185881 -2.664737 -0.2 0.1 0.0
H -3.745870 -1.349842 -2.394727 0.1 -0.1 -0.1
H -3.575569 -0.874076 -4.754408 0.1 -0.1 -0.1
H -2.181004 -1.940350 -4.977562 -0.2 -0.1 0.1
H -3.791678 -2.632864 -4.707080 0.1 0.2 0.1
C 1.147303 1.134926 7.735101 0.5 0.0 0.9
N 1.101937 0.463071 6.436045 -0.8 0.7 -1.5
C -0.050699 0.487458 5.678537 0.0 -2.0 1.4
S -0.049996 1.308058 4.137410 0.1 -0.2 -0.5
N -1.116533 -0.156959 6.171181 0.9 0.7 -1.0
C -1.078365 -0.946593 7.400858 0.2 -0.1 0.6
H 0.167483 1.120561 8.219656 0.3 0.1 -0.2
H 1.494214 2.170801 7.613421 -0.2 -0.3 0.1
H 1.859770 0.596274 8.376854 -0.3 0.2 -0.1
H 1.928594 0.635650 5.866505 -0.3 0.2 0.2
H -1.923361 -0.261144 5.555191 0.2 0.3 0.3
H -1.649398 -0.458832 8.213782 0.2 -0.2 -0.5
H -1.457697 -1.961898 7.230168 -0.1 0.4 -0.1
H -0.032470 -1.015284 7.719307 -0.4 -0.2 -0.1